No. 1
The following is a quantum chemistry calculation of a molecular structure, CsH2O in a non-equilibrium geometry, from the OMol25 dataset.

Each line ends with the Löwdin charge.
Cartesian coordinates (Å):
Cs: 0.0496 -1.6571 1.0301  1.258
O: -0.2453 0.7467 -0.5932  -0.128
H: 0.1053 1.0559 0.2421  0.012
H: 0.0905 -0.1455 -0.6789  -0.141

## Properties
HOMO energy: -0.611 Eh
orbital gap: 12.27 eV
calculated total energy: -2621.44372 eV
charge: +1

=====

No. 2
The following is a quantum chemistry calculation of a molecular structure, CsHLiO2 in a non-equilibrium geometry, from the OMol25 dataset.

Each line ends with the Mulliken spin population.
Cartesian coordinates (Å):
O: -0.6093 -0.9041 -1.4099  0.557
O: -0.5393 0.3140 -1.8910  0.443
Cs: -0.2212 -1.6632 1.6021  0.002
Li: 0.0132 1.5366 -0.5244  -0.001
H: 1.3565 0.7168 2.2233  -0.001

## Properties
HOMO energy (spin up / spin down): -0.242 / -0.242 Eh
orbital gap (spin up / spin down): 6.22 / 6.22 eV
calculated total energy: -4859.03358 eV
2S+1: 2